{
  "formula": "C6H20NO4",
  "method": "ωB97M-V/def2-TZVPD",
  "species": ["C", "O", "C", "C", "C", "C", "C", "N", "H", "H", "H", "H", "H", "H", "H", "H", "H", "H", "H", "H", "H", "H", "H", "H", "O", "H", "H", "O", "H", "H", "O"],
  "positions_angstrom": [[-2.5732, -0.2386, 0.7294], [-3.2755, 0.3551, -0.2877], [-1.1545, -0.6544, 0.2293], [-0.4935, 0.5800, -0.3999], [0.3871, 1.2886, 0.6145], [1.7786, 0.6303, 0.7270], [0.5859, 2.8054, 0.2386], [-1.3913, -1.6186, -0.8816], [-3.0921, -1.1766, 1.0486], [-2.5968, 0.4298, 1.6284], [-0.6087, -1.2103, 0.9941], [-1.3849, 1.1141, -0.7746], [-0.1030, 0.3948, -1.4120], [-0.1758, 1.2929, 1.5489], [2.1457, 0.5964, 1.7528], [2.5179, 1.0793, 0.0659], [1.6660, -0.3952, 0.3556], [-0.1315, 2.9777, -0.5688], [0.2875, 3.5141, 1.0102], [1.5911, 3.0111, -0.1104], [-1.8312, -2.4633, -0.5290], [-2.0365, -1.1369, -1.5142], [1.1665, -1.0443, 3.0827], [-0.2502, -0.4719, 3.0332], [0.2400, -1.3003, 3.1122], [0.0725, -2.4518, -2.9844], [0.3505, -1.9775, -1.5395], [0.7748, -2.4092, -2.3359], [2.7897, 0.0205, -1.7197], [2.0306, -1.1201, -2.5383], [2.7144, -0.4212, -2.5755]],
  "forces_ev_per_angstrom": [[-1.3, 0.6, -0.9], [0.3, -0.3, 0.3], [-0.9, -0.5, -0.8], [-0.8, -0.4, -0.2], [0.7, 1.7, -0.9], [-0.9, -1.0, -0.1], [-1.1, -0.7, -0.3], [0.7, 0.2, 0.1], [0.3, -0.1, 0.3], [0.7, -0.2, 0.2], [0.4, 0.4, -0.1], [0.0, 0.6, 1.0], [1.2, -0.4, 0.5], [0.2, -0.3, 0.2], [0.3, 0.1, 0.0], [0.0, 0.4, 0.2], [0.2, -0.1, 0.4], [0.3, 0.3, -0.1], [0.3, -0.1, 0.3], [0.1, 0.2, 0.0], [-0.3, 0.2, 0.0], [-0.3, -0.2, 0.4], [0.0, 0.0, -0.1], [0.0, -0.1, -0.1], [0.1, 0.0, 0.4], [-0.3, 0.1, 0.1], [-0.6, -0.6, -0.9], [0.9, 0.2, 0.5], [-0.4, -0.4, -0.3], [0.0, 0.1, 0.3], [0.4, 0.3, -0.2]],
  "nbo_charge": [-0.05, -0.98, -0.11, -0.48, -0.22, -0.61, -0.61, -0.89, 0.09, 0.09, 0.19, 0.28, 0.20, 0.19, 0.19, 0.19, 0.21, 0.22, 0.20, 0.19, 0.35, 0.39, 0.46, 0.48, -0.94, 0.47, 0.52, -1.00, 0.46, 0.50, -0.99],
  "homo_ev": -2.94,
  "orbital_gap_ev": 6.1,
  "e_tot_ha": -596.3062,
  "total_charge": -1,
  "e_above_lowest_kcal_mol": 51.9
}



{
  "formula": "C6H20O4",
  "method": "ωB97M-V/def2-TZVPD",
  "species": ["C", "C", "C", "O", "H", "H", "H", "H", "H", "H", "H", "H", "C", "O", "H", "H", "H", "H", "C", "O", "H", "H", "H", "H", "C", "O", "H", "H", "H", "H"],
  "positions_angstrom": [[3.6150, 3.9941, 0.6525], [2.3704, 3.1090, 0.5099], [2.6053, 1.9194, -0.4230], [2.2542, 2.5145, 1.8292], [3.9508, 4.3188, -0.3404], [4.4016, 3.4429, 1.1580], [3.4160, 4.9136, 1.2070], [1.4447, 3.5971, 0.1946], [2.6112, 2.0960, -1.4979], [1.9467, 1.0842, -0.1902], [3.6235, 1.5882, -0.1866], [2.0394, 3.2384, 2.4262], [-1.9673, -0.8150, 0.2937], [-1.3089, 0.3543, -0.1697], [-2.1642, -1.5126, -0.5250], [-1.3913, -1.3557, 1.0526], [-2.9055, -0.5258, 0.7658], [-0.7094, 0.0395, -0.8876], [-4.6535, -3.7849, 0.3194], [-5.5759, -3.7117, 1.4014], [-5.0403, -4.5039, -0.4069], [-4.5522, -2.7802, -0.1043], [-3.6542, -4.0872, 0.6269], [-6.4518, -3.6013, 1.0272], [0.9826, -1.8710, -1.2184], [0.4921, -0.6995, -1.8533], [2.0179, -2.0937, -1.5001], [1.1269, -1.7518, -0.1436], [0.3757, -2.7297, -1.4930], [1.1005, -0.3860, -2.5244]],
  "forces_ev_per_angstrom": [[-0.6, 0.7, -1.3], [0.8, -0.9, 0.6], [1.1, -0.3, 0.5], [-0.8, 0.1, -0.4], [0.2, 0.0, 0.1], [0.0, -0.1, -0.1], [-0.1, -0.1, 0.1], [0.1, 0.4, 0.3], [-0.3, 0.5, 0.1], [-0.3, 0.2, 0.0], [-0.1, -0.3, -0.1], [0.0, -0.1, 0.1], [0.0, 0.2, 0.1], [0.2, -0.7, -0.4], [-0.2, 0.0, 0.0], [0.2, 0.1, 0.0], [-0.1, 0.0, -0.1], [-0.4, 0.6, 0.7], [-0.6, 0.5, -0.3], [0.5, -0.2, 0.4], [0.3, 0.1, -0.3], [0.1, -0.2, -0.4], [-0.2, -0.2, 0.5], [0.0, 0.0, 0.0], [1.3, -0.3, -0.1], [0.0, -0.1, 0.0], [-0.1, 0.0, -0.5], [-0.9, 0.2, 0.1], [-0.2, 0.0, 0.3], [0.0, 0.0, 0.0]],
  "nbo_charge": [-0.63, 0.09, -0.63, -0.73, 0.20, 0.22, 0.20, 0.17, 0.20, 0.23, 0.20, 0.46, -0.25, -0.75, 0.15, 0.15, 0.18, 0.49, -0.25, -0.72, 0.16, 0.16, 0.18, 0.46, -0.26, -0.75, 0.18, 0.19, 0.18, 0.49],
  "homo_ev": -9.58,
  "orbital_gap_ev": 10.2,
  "e_tot_ha": -541.4788,
  "smiles": "CC(C)O.CO.CO.CO",
  "total_charge": 0,
  "e_above_lowest_kcal_mol": 47.6
}



{
  "formula": "C6H20O6V",
  "method": "ωB97M-V/def2-TZVPD",
  "species": ["O", "V", "O", "O", "H", "H", "O", "H", "H", "C", "C", "C", "O", "H", "H", "H", "H", "H", "H", "H", "H", "C", "C", "C", "O", "H", "H", "H", "H", "H", "H", "H", "H"],
  "positions_angstrom": [[-0.6444, -1.6397, 0.8393], [-0.1787, -0.3687, -0.0441], [0.3161, -0.9916, -1.4419], [0.4535, 1.6770, -0.8627], [0.1379, 2.5753, -0.7648], [0.9527, 1.6857, -1.6794], [-0.8244, 0.9147, 1.7419], [-0.1527, 1.4234, 2.1963], [-1.6209, 1.0584, 2.2529], [3.1805, -1.4265, 2.4029], [2.4808, -0.1452, 1.9788], [3.4683, 1.0558, 1.8821], [1.9219, -0.2756, 0.7130], [4.0129, -1.6236, 1.7275], [2.4384, -2.2216, 2.3314], [3.6952, -1.4583, 3.3632], [1.6741, 0.1685, 2.6413], [4.3155, 0.8275, 1.2353], [3.7582, 1.2598, 2.9128], [3.0025, 1.9535, 1.4758], [2.7072, -0.4340, 0.1840], [-2.9706, 0.5960, -2.9923], [-3.0979, -0.2580, -1.7230], [-2.8610, -1.7929, -1.8643], [-2.2402, 0.3336, -0.7738], [-3.0503, 1.6461, -2.7112], [-3.8173, 0.5710, -3.6782], [-2.0701, 0.5571, -3.6052], [-4.1091, -0.1694, -1.3259], [-1.9144, -1.8766, -2.3982], [-3.5225, -2.3806, -2.5008], [-2.7791, -2.4061, -0.9668], [-2.6623, 1.1651, -0.5458]],
  "forces_ev_per_angstrom": [[0.7, 2.2, -1.6], [-0.1, -3.5, -0.6], [-0.7, 1.1, 1.8], [-0.1, 0.1, 0.4], [-0.2, 0.3, 0.2], [0.2, -0.3, -0.4], [0.4, 0.5, -0.4], [0.3, 0.3, 0.2], [-0.5, -0.3, 0.1], [-0.2, -0.2, -0.3], [1.6, 1.9, 1.8], [-0.7, -0.5, 0.7], [-1.3, -0.6, -1.5], [-0.1, -0.1, -0.5], [0.3, -0.3, 0.1], [-0.6, 0.5, 0.3], [0.0, -0.4, 0.2], [0.2, -0.2, 0.2], [0.6, 0.2, -0.2], [-0.2, -0.1, 0.0], [-0.4, -0.2, -1.1], [-0.7, 0.6, -0.4], [-1.6, -1.7, -1.6], [1.4, 0.4, -0.8], [1.7, -0.3, 1.6], [0.2, 0.2, 0.4], [-0.1, -0.8, 0.0], [0.2, -0.7, 0.4], [-0.2, 0.3, 0.0], [0.3, -0.3, 0.2], [-0.6, 0.8, -0.1], [0.0, 0.7, 0.4], [0.3, 0.2, 0.3]],
  "mulliken_charge": [-0.46, 1.02, -0.48, -0.40, 0.26, 0.27, -0.42, 0.28, 0.27, -1.38, 0.40, -1.35, -0.15, 0.37, 0.34, 0.39, 0.28, 0.40, 0.41, 0.32, 0.30, -1.25, 0.66, -1.29, -0.23, 0.36, 0.39, 0.26, 0.19, 0.26, 0.37, 0.35, 0.24],
  "homo_ev": -13.85,
  "orbital_gap_ev": 9.9,
  "e_tot_ha": -1635.8352,
  "total_charge": 1
}



{
  "formula": "C6H21N10NiO8",
  "method": "ωB97M-V/def2-TZVPD",
  "species": ["Ni", "O", "C", "O", "O", "H", "C", "O", "N", "N", "H", "H", "H", "H", "C", "O", "N", "N", "H", "H", "H", "H", "C", "O", "N", "N", "H", "H", "H", "H", "C", "O", "N", "N", "H", "H", "H", "H", "C", "O", "N", "N", "H", "H", "H", "H"],
  "positions_angstrom": [[0.2634, -0.0409, -0.4590], [3.2180, -0.4377, -3.2983], [1.8847, -0.4605, -3.1672], [1.2904, 0.1558, -2.2566], [1.2094, -1.0808, -3.9964], [3.5541, 0.0362, -2.5341], [2.2022, -2.3109, 0.7969], [1.6160, -1.4101, 0.3219], [3.3275, -2.2836, 1.4337], [1.7399, -3.5012, 0.9134], [3.6550, -3.1583, 1.8179], [3.9204, -1.4780, 1.5740], [2.2684, -4.2835, 1.2724], [0.7437, -3.6052, 0.7838], [-1.7869, 0.0939, 2.1168], [-1.0020, -0.0675, 1.2102], [-2.2895, 1.2334, 2.3225], [-2.1474, -0.8321, 2.9602], [-2.8293, 1.3222, 3.1715], [-2.0690, 2.0601, 1.7858], [-1.5091, -1.6146, 2.9775], [-2.7788, -0.6454, 3.7261], [1.5897, 2.1941, 1.3119], [1.3528, 1.5639, 0.2798], [0.8176, 2.9972, 1.8984], [2.6733, 2.0003, 2.0649], [1.1880, 3.6656, 2.5588], [-0.1211, 3.1203, 1.5466], [3.4707, 1.6788, 1.5349], [2.7583, 2.5461, 2.9105], [-1.2762, 2.4108, -1.6808], [-1.1064, 1.3158, -1.1215], [-2.2814, 3.2289, -1.5267], [-0.3046, 3.0829, -2.2066], [-3.0992, 2.9270, -1.0166], [-2.1134, 4.1700, -1.8526], [-0.6418, 3.8613, -2.7547], [0.4446, 2.4550, -2.4607], [-1.7766, -2.3037, -1.5140], [-0.7675, -1.6474, -1.3022], [-2.2461, -2.6185, -2.6822], [-2.5741, -2.7911, -0.6335], [-3.0234, -3.2614, -2.7340], [-1.7060, -2.3033, -3.4754], [-3.4069, -3.2586, -0.9622], [-2.3316, -2.7253, 0.3448]],
  "forces_ev_per_angstrom": [[0.4, -0.3, -1.4], [0.7, 0.2, 0.4], [-3.2, -2.1, -2.5], [0.5, 2.3, 3.2], [1.3, -0.3, -0.5], [0.2, 0.2, 0.1], [0.9, -0.5, 1.4], [-2.1, 4.2, -2.0], [5.1, 1.2, 2.0], [-3.8, -5.1, -0.5], [0.3, 0.7, 0.0], [-0.3, -0.1, -0.4], [-0.4, 0.3, -0.2], [0.3, -0.4, -0.4], [2.0, -1.0, -1.7], [1.8, -1.5, -1.3], [-3.1, 5.5, 1.8], [-0.3, -3.1, 1.6], [0.0, 0.7, -0.4], [-0.1, -0.6, 0.0], [-0.5, -0.1, 0.4], [0.3, -0.3, -0.1], [2.0, -3.6, -1.5], [0.2, 0.2, -0.2], [-5.0, 4.3, 1.8], [2.3, -0.8, -0.2], [-0.5, -0.1, -0.2], [0.3, 0.3, 0.0], [0.2, 0.1, 0.6], [0.6, -0.3, -0.3], [1.3, -1.5, 2.8], [-1.7, -0.1, -0.4], [-3.8, 0.6, 0.8], [3.0, 0.4, -2.1], [0.0, 0.4, -0.3], [-1.0, -0.2, 0.5], [1.3, -0.3, -0.6], [0.7, 0.4, -0.6], [1.4, 1.2, -0.7], [0.8, 0.4, 0.4], [0.1, 0.0, -4.0], [-2.2, -1.4, 4.8], [0.5, 0.3, -0.8], [-0.3, -0.3, -0.3], [0.2, 0.1, 0.9], [-0.4, 0.0, -0.2]],
  "mulliken_spin": [1.80, 0.00, 0.00, 0.04, 0.01, 0.00, 0.00, 0.02, 0.00, 0.00, 0.00, 0.00, 0.00, 0.00, 0.00, 0.02, 0.00, 0.00, 0.00, 0.00, 0.00, 0.00, 0.01, 0.01, 0.00, 0.00, 0.00, 0.00, 0.00, 0.00, 0.00, 0.03, 0.00, 0.00, 0.00, 0.00, 0.00, 0.00, 0.01, 0.02, 0.00, 0.00, 0.00, 0.00, 0.00, 0.00],
  "homo_ev": [-9.54, -9.52],
  "orbital_gap_ev": [7.1, 7.1],
  "e_tot_ha": -2898.9914,
  "spin_multiplicity": 3,
  "total_charge": 1,
  "e_above_lowest_kcal_mol": 99.4
}



{
  "formula": "C6H21NO4",
  "method": "ωB97M-V/def2-TZVPD",
  "species": ["C", "C", "C", "C", "C", "C", "N", "H", "H", "H", "H", "H", "H", "H", "H", "H", "H", "H", "H", "H", "O", "H", "H", "O", "H", "H", "O", "H", "H", "O", "H", "H"],
  "positions_angstrom": [[-0.3826, 2.7287, -1.0292], [0.3687, 1.5357, -0.4541], [0.3429, 1.4847, 1.0781], [-0.9982, 0.9620, 1.6155], [-1.2570, -0.4352, 1.1899], [-0.4564, -1.4692, 1.5264], [-0.5857, -2.7597, 0.9524], [-0.3455, 2.7375, -2.1217], [-1.4507, 2.7505, -0.7275], [0.0400, 3.6373, -0.6576], [-0.0896, 0.6134, -0.8663], [1.4044, 1.5395, -0.8020], [0.5368, 2.5365, 1.5215], [1.1758, 0.8575, 1.4733], [-1.0301, 1.0694, 2.7247], [-1.8122, 1.5876, 1.3500], [-2.1568, -0.5640, 0.5383], [0.3139, -1.3752, 2.2367], [-1.5496, -2.9789, 0.5458], [-0.3013, -3.4554, 1.5873], [1.8828, -1.6583, -0.7350], [2.4488, -2.3713, -1.0255], [1.2248, -2.0577, -0.1430], [3.4009, -0.0168, 0.7652], [3.5907, 0.7172, 0.1866], [2.8333, -0.5571, 0.2319], [-0.3930, -1.6358, -2.1495], [0.5451, -1.2901, -1.9350], [-0.6025, -2.1167, -1.3169], [-2.6080, -0.1370, -1.7760], [-1.7800, -0.6626, -2.0279], [-2.3096, 0.7836, -1.7567]],
  "forces_ev_per_angstrom": [[-0.7, -0.4, -0.1], [-0.3, -0.4, 0.0], [0.5, 1.2, 0.9], [0.9, 0.2, 1.6], [-0.3, -1.3, -0.1], [-2.6, 0.9, -1.3], [-1.6, 0.4, -1.5], [0.0, 0.0, 0.1], [0.5, -0.2, -0.1], [0.3, 0.8, 0.1], [0.3, 0.3, 0.3], [0.0, 0.1, 0.0], [-0.3, -1.4, -0.8], [-0.6, 0.3, -0.4], [0.4, -0.3, -0.5], [-0.8, 0.7, -0.8], [1.1, -0.3, 0.4], [1.1, 0.2, 0.6], [1.8, 0.5, 1.0], [0.2, -1.2, 0.7], [-0.1, 0.1, 0.1], [0.2, -0.4, -0.1], [-0.1, -0.2, 0.1], [0.7, 0.5, 0.8], [0.2, 0.5, -0.1], [-0.7, -0.7, -0.5], [1.6, 0.1, 1.0], [-2.0, -0.8, -0.5], [0.2, 0.3, -0.7], [1.0, -0.4, -0.3], [-1.2, 0.9, 0.3], [-0.1, -0.3, 0.0]],
  "nbo_charge": [-0.61, -0.41, -0.39, -0.45, -0.25, -0.07, -0.87, 0.21, 0.20, 0.21, 0.20, 0.19, 0.20, 0.23, 0.21, 0.21, 0.24, 0.20, 0.39, 0.38, -0.97, 0.49, 0.51, -0.96, 0.46, 0.48, -0.97, 0.51, 0.48, -0.99, 0.50, 0.46],
  "homo_ev": -8.57,
  "orbital_gap_ev": 8.9,
  "e_tot_ha": -596.8972,
  "smiles": "CCCC/C=C/N.O.O.O.O",
  "total_charge": 0,
  "e_above_lowest_kcal_mol": 19.6
}



{
  "formula": "C6H21NO4",
  "method": "ωB97M-V/def2-TZVPD",
  "species": ["C", "C", "C", "N", "C", "C", "C", "O", "H", "H", "H", "H", "H", "H", "H", "H", "H", "H", "H", "H", "H", "H", "H", "O", "H", "H", "O", "H", "H", "O", "H", "H"],
  "positions_angstrom": [[-1.1305, -2.8010, -0.0200], [0.0301, -2.0911, 0.8249], [0.7918, -0.9978, -0.0698], [1.0649, 0.2817, 0.6603], [2.2556, 0.1793, 1.5904], [1.2584, 1.4211, -0.4007], [-0.0077, 2.3073, -0.8258], [-0.4304, 3.4764, -0.1724], [-1.4636, -3.6869, 0.6693], [-1.7721, -1.9769, -0.1334], [-0.8536, -3.1870, -0.9914], [0.4990, -3.0415, 1.2972], [-0.4292, -1.5061, 1.6488], [0.0725, -0.8580, -0.8405], [1.5545, -1.5838, -0.3262], [2.0082, -0.7444, 2.1434], [2.2058, 0.7969, 2.4102], [3.3044, 0.2344, 1.2487], [1.4787, 1.1270, -1.4799], [2.1581, 1.9816, -0.0124], [0.2238, 2.7260, -1.8163], [-0.8237, 1.6037, -0.8638], [-0.8518, 3.1253, 0.6516], [-2.2429, 0.2392, -0.9074], [-2.6908, 0.4929, 0.0030], [-2.8481, -0.2162, -1.2584], [-0.6910, 2.1687, 2.3543], [0.0909, 2.4917, 2.6995], [-0.3492, 1.4090, 1.8927], [-0.8037, -0.9647, -3.6360], [-0.8282, -1.8713, -3.6250], [-0.7800, -0.5355, -2.7146]],
  "forces_ev_per_angstrom": [[1.4, -0.9, 2.9], [-0.9, -1.1, 0.1], [-3.3, 0.1, 3.9], [1.1, 1.0, -2.1], [-1.5, -2.5, -1.1], [0.3, 0.7, 0.2], [1.1, 0.0, -0.3], [-0.3, -0.8, 2.0], [-0.1, 1.8, -1.6], [-1.8, 0.3, -0.3], [0.4, -0.1, -0.1], [0.6, 2.2, -0.7], [0.0, -0.6, -0.3], [-0.1, 0.7, -0.8], [4.0, -1.3, -1.9], [0.8, -0.3, -0.5], [-0.5, 2.5, 1.5], [-0.6, -0.4, -0.6], [0.4, -0.8, 1.6], [-1.1, -0.1, -0.6], [0.1, -0.8, 0.0], [-0.1, -0.1, -0.5], [0.4, 1.0, -0.5], [5.4, 6.1, 7.4], [1.7, -0.6, -2.6], [-7.5, -5.8, -4.9], [-2.5, -0.6, -0.7], [2.4, 1.6, 1.4], [0.1, -1.2, -0.8], [0.1, 4.9, 1.4], [-0.1, -3.3, 0.7], [-0.1, -1.6, -2.1]],
  "nbo_charge": [-0.62, -0.41, -0.23, -0.49, -0.43, -0.27, -0.10, -0.73, 0.21, 0.21, 0.20, 0.20, 0.20, 0.20, 0.19, 0.21, 0.19, 0.19, 0.20, 0.20, 0.18, 0.19, 0.48, -0.92, 0.48, 0.45, -0.95, 0.47, 0.49, -0.95, 0.47, 0.49],
  "homo_ev": -9.06,
  "orbital_gap_ev": 9.4,
  "e_tot_ha": -596.7633,
  "smiles": "CCCN(C)CCO.O.O.O",
  "total_charge": 0,
  "e_above_lowest_kcal_mol": 103.6
}